DFT (ωB97M-V with the def2-TZVPD basis set) results for C4H8N2S as an isolated structure in a non-equilibrium geometry.

Last column: natural (NBO) charge in e.
Element x y z (Å)
S (-0.74, 2.21, 0.26)  0.043
N (-0.85, -1.78, -1.10)  -0.668
N (0.40, -0.73, 0.62)  -0.635
C (1.54, -1.44, 0.11)  -0.050
C (-0.69, -0.68, -0.28)  0.420
C (-1.54, 0.67, 0.01)  -0.681
C (2.79, -1.27, 0.44)  -0.414
H (-2.44, 0.51, 0.93)  0.284
H (3.51, -1.91, -0.39)  0.192
H (-2.19, 0.55, -0.95)  0.250
H (3.20, -0.60, 1.05)  0.183
H (1.59, -2.06, -0.86)  0.231
H (-0.57, 2.82, -0.97)  0.151
H (0.88, 0.54, 0.46)  0.371
H (-1.63, -1.36, -1.71)  0.322

The HOMO energy comes out at -8.85 eV. The multiplicity is 1. As for the max |F|: 6.78 eV/Å. The energy relative to the best compared isomer or geometry (same formula, charge and spin) is 5.894 eV. Its LUMO energy is 0.4 eV. The calculation puts the calculated total energy at -664.7162 Eh.